No. 1
This record from the OMol25 dataset describes a single C5H10O2 molecule. The level of theory is ωB97M-V/def2-TZVPD.

Computed properties:
Energy relative to the best compared isomer or geometry (same formula, charge and spin) ... 2.704 eV
Total charge ... 0
SMILES ... COC[C@H]1C[C@H]1O
Maximum force ... 0.4 eV Å⁻¹
E_HOMO ... -9.62 eV
Frontier orbital gap ... 10.6 eV

Structure (XYZ):
```
17
Properties=species:S:1:pos:R:3:forces:R:3:nbo_charge:R:1
O -1.433 -0.210 -0.667 -0.157 0.019 -0.209 -0.537
O 1.847 -1.083 -1.294 -0.034 0.155 -0.139 -0.695
C -0.381 0.724 -0.772 0.120 0.121 -0.105 -0.068
C 1.869 -0.393 -0.083 0.110 0.147 0.326 0.086
C 0.720 0.538 0.264 -0.058 0.115 -0.121 -0.304
C 0.860 -0.809 0.922 0.111 -0.227 0.187 -0.432
C -2.324 0.075 0.381 -0.129 0.015 0.301 -0.254
H -3.091 0.820 0.106 0.244 -0.156 -0.095 0.167
H -2.820 -0.857 0.666 0.013 0.144 -0.081 0.191
H 0.962 1.412 0.870 -0.015 -0.240 -0.173 0.217
H 2.131 -0.464 -1.976 0.007 -0.130 -0.112 0.466
H -1.781 0.455 1.250 -0.038 -0.027 0.136 0.168
H 1.158 -0.850 1.959 0.002 0.030 0.039 0.217
H -0.766 1.752 -0.713 -0.012 -0.107 0.002 0.172
H 0.024 0.579 -1.776 -0.049 0.041 0.044 0.190
H 2.870 -0.111 0.247 -0.218 -0.056 0.063 0.173
H 0.157 -1.578 0.616 0.102 0.156 -0.062 0.242
```
Forces are in eV/Å.


No. 2
This record from the OMol25 dataset describes a molecular structure, C38H38F6IrN2O4P2S5. The level of theory is ωB97M-V/def2-TZVPD.

Computed properties:
Energy relative to the best compared isomer or geometry (same formula, charge and spin) ... 1.908 eV
Expectation value of S² ... 0.76
Total charge ... +2
Multiplicity ... 2
Maximum force ... 1.4 eV Å⁻¹
E_HOMO (alpha / beta) ... -13.31 / -13.30 eV
Frontier orbital gap (alpha / beta) ... 5.9 / 4.9 eV

Structure (XYZ):
```
96
Properties=species:S:1:pos:R:3:forces:R:3:mulliken_spin:R:1
Ir 0.960 -0.378 -0.612 -0.752 0.510 1.031 0.744
S 0.790 0.119 -3.163 -0.369 0.078 0.163 0.012
S 2.535 -2.135 -1.467 -0.367 0.460 0.248 -0.004
S 4.279 0.727 0.208 0.086 -0.587 0.017 0.004
S 0.347 -3.300 -4.591 -0.110 -0.063 0.124 0.000
S 2.739 2.604 -0.944 0.328 -0.088 0.420 -0.003
P -0.048 2.270 1.271 0.008 0.020 -0.106 0.007
P -0.931 -1.853 0.188 0.609 -0.741 0.172 0.042
F 6.240 1.257 1.839 0.036 0.061 0.004 0.002
F 5.343 -0.701 2.070 0.034 0.043 0.009 0.000
F 4.310 1.059 2.805 0.049 -0.036 0.034 0.001
F 3.151 3.966 -3.096 0.057 -0.049 0.009 0.001
F 4.581 2.356 -2.889 0.051 -0.085 -0.018 0.000
F 4.755 4.122 -1.639 0.006 -0.034 -0.049 0.002
O 5.266 0.483 -0.800 -0.051 -0.024 0.116 0.005
O 0.078 1.471 -0.055 0.031 -0.613 -0.392 -0.022
O 3.214 -0.321 0.300 0.425 0.756 0.133 0.095
O 2.355 1.307 -1.653 -0.199 0.037 0.198 0.055
N 0.875 -0.669 1.459 0.284 -0.228 -1.079 0.015
N 3.700 2.189 0.293 -0.412 0.087 -0.215 -0.002
C -2.128 2.775 3.020 0.035 -0.064 -0.001 0.000
C 1.207 0.168 2.513 -0.130 0.055 -0.051 0.007
C -2.957 -2.133 -1.636 0.066 -0.017 -0.034 -0.001
C 1.415 -0.607 3.619 0.128 -0.037 0.030 0.012
C -4.421 2.249 2.528 0.013 0.023 0.017 0.000
C 1.298 4.678 1.736 0.025 -0.010 -0.041 0.000
C -3.866 -2.837 -2.406 0.029 0.063 0.004 0.001
C -3.414 -2.107 1.419 -0.023 0.061 -0.015 -0.004
C 0.853 -1.967 1.939 0.414 -0.044 0.203 0.017
C -0.864 -2.008 -4.187 0.205 0.008 -0.308 -0.005
C -1.941 -2.808 -0.951 -0.061 0.449 -0.369 -0.014
C 3.922 3.292 -2.239 -0.154 0.110 0.019 0.012
C 0.229 -2.975 1.049 0.140 -0.034 -0.342 0.013
C 1.523 6.023 1.479 0.017 -0.002 0.035 0.000
C -4.048 1.701 1.310 0.005 -0.027 0.008 -0.001
C -2.765 -4.896 -1.808 -0.026 -0.041 -0.001 0.000
C 0.316 3.998 1.020 -0.070 -0.081 -0.237 0.001
C 5.112 0.584 1.854 -0.149 -0.003 0.025 0.009
C 1.193 -1.967 3.258 0.011 0.046 0.033 0.020
C 0.775 6.682 0.515 -0.031 -0.015 0.001 0.000
C -3.762 -4.220 -2.498 0.006 -0.022 0.019 -0.002
C -2.142 -1.527 1.523 -0.016 0.466 -0.195 -0.024
C -3.921 -1.437 3.674 -0.032 -0.019 -0.008 -0.003
C -2.710 1.672 0.948 0.042 0.029 0.061 0.001
C 2.313 -0.650 -3.809 0.165 0.077 0.030 0.000
C -3.464 2.788 3.381 0.011 0.015 0.025 0.000
C 3.275 -1.067 -2.724 0.138 -0.126 -0.053 0.010
C 0.751 -3.919 -2.930 0.239 0.122 -0.328 -0.002
C -0.437 4.664 0.048 0.053 -0.012 0.038 0.000
C -0.414 -0.567 -4.342 -0.168 -0.272 0.363 -0.001
C -1.856 -4.196 -1.028 -0.054 0.073 0.110 -0.005
C -1.791 -0.884 2.712 -0.056 -0.066 -0.046 0.000
C 2.165 -3.643 -2.440 -0.325 -0.077 0.136 0.004
C -0.201 6.002 -0.207 -0.004 0.000 -0.001 0.000
C -2.670 -0.852 3.780 -0.031 0.029 -0.027 0.000
C -1.749 2.199 1.808 0.005 -0.071 -0.029 -0.002
C 1.195 1.651 2.415 0.154 -0.090 -0.385 0.003
C -4.291 -2.057 2.491 -0.002 -0.001 0.020 0.001
H -4.800 1.301 0.643 0.002 -0.002 -0.002 0.000
H 0.031 -0.386 -5.321 0.028 0.101 0.008 0.000
H 2.471 -4.435 -1.756 0.021 0.000 -0.012 0.000
H 0.609 -4.998 -2.978 0.019 -0.020 0.108 0.000
H -0.778 6.520 -0.961 -0.006 0.004 0.008 0.000
H -1.188 -2.182 -3.173 -0.149 -0.060 0.036 0.003
H 2.003 -1.502 -4.406 -0.003 0.011 -0.039 0.000
H 1.130 2.122 3.395 -0.068 -0.055 0.040 -0.001
H -2.370 -0.364 4.698 0.008 0.007 0.004 0.000
H -2.705 -5.974 -1.862 0.007 0.001 -0.014 0.000
H -1.198 4.129 -0.509 -0.023 0.033 0.001 0.000
H -1.714 -2.175 -4.850 -0.038 0.048 0.039 0.000
H -5.465 2.276 2.811 -0.001 -0.010 0.000 0.000
H 2.791 0.086 -4.456 -0.027 0.052 0.060 0.002
H -0.315 -3.738 1.604 -0.038 0.012 0.009 -0.001
H 1.895 4.177 2.486 0.021 0.012 -0.001 0.000
H -4.657 -2.312 -2.925 0.001 -0.008 -0.008 0.000
H -3.732 -2.616 0.525 -0.048 -0.004 0.086 -0.001
H -1.384 3.220 3.672 -0.021 0.006 0.025 0.000
H -0.833 -0.412 2.825 -0.101 0.046 0.069 -0.001
H 2.116 1.999 1.936 0.129 0.128 0.119 0.001
H -2.401 1.254 -0.002 -0.016 -0.014 -0.019 0.001
H 1.677 -0.225 4.593 -0.013 -0.037 0.023 0.000
H -5.266 -2.515 2.397 0.007 -0.020 -0.004 0.000
H 0.944 7.734 0.329 0.034 -0.008 -0.026 0.000
H -1.098 -4.736 -0.476 0.012 -0.026 0.000 0.000
H -1.280 0.090 -4.242 0.025 0.035 -0.056 0.000
H 4.121 -1.610 -3.148 -0.043 -0.079 0.021 -0.003
H 3.672 -0.220 -2.180 0.077 -0.136 -0.129 0.004
H 2.286 6.554 2.031 -0.016 0.008 0.015 0.000
H -4.606 -1.415 4.511 -0.007 0.013 -0.003 0.000
H -3.765 3.231 4.321 0.008 -0.003 0.004 0.000
H 1.230 -2.830 3.901 -0.020 0.033 0.039 -0.001
H -3.044 -1.055 -1.541 -0.020 -0.002 -0.043 0.001
H 0.923 -3.452 0.349 -0.076 -0.032 0.051 -0.002
H 0.028 -3.512 -2.237 -0.065 -0.076 0.012 0.000
H -4.471 -4.775 -3.098 0.002 -0.004 -0.004 0.000
H 2.875 -3.630 -3.267 0.083 0.047 0.059 -0.001
```
Forces are in eV/Å.


No. 3
This record from the OMol25 dataset describes a molecular structure, C10H17ClF10INO5PSi2. The level of theory is ωB97M-V/def2-TZVPD.

Computed properties:
Total charge ... -1
Maximum force ... 2.5 eV Å⁻¹
E_HOMO ... -2.02 eV
Frontier orbital gap ... 3.7 eV

Structure (XYZ):
```
48
Properties=species:S:1:pos:R:3:forces:R:3:nbo_charge:R:1
I -1.708 -4.500 1.275 0.212 0.254 -0.201 -0.269
Cl 2.286 -0.963 -1.591 -0.416 -0.275 0.013 -0.400
P -0.913 -0.270 -2.942 -1.183 1.591 -1.579 1.923
Si 0.523 -1.850 -2.259 0.233 -1.217 -1.147 1.677
Si -0.340 -2.607 0.380 -0.657 -0.695 0.413 1.756
F 3.461 2.250 3.186 0.172 -0.378 -0.404 -0.295
F 3.731 2.420 5.315 0.383 -0.442 0.316 -0.297
F 2.435 -1.290 5.230 -0.387 -0.471 -0.232 -0.291
F 1.725 0.923 5.914 0.065 0.096 0.107 -0.301
F 0.816 1.088 3.973 -0.007 -0.317 -0.468 -0.296
F 4.048 -0.153 4.371 0.005 0.115 0.105 -0.312
F 0.932 -2.649 -3.600 -0.060 0.356 0.766 -0.638
F 3.601 -1.629 2.486 0.099 -0.292 0.132 -0.318
F 2.024 3.277 4.387 -0.437 0.035 -0.003 -0.307
F 2.350 0.036 1.923 0.269 0.534 0.315 -0.329
O -2.138 2.978 -6.523 0.016 0.556 -0.042 -0.968
O -0.899 -0.262 -4.562 1.225 -0.298 1.243 -0.935
O -0.323 1.185 -2.496 0.381 -1.390 -0.217 -0.950
O -2.282 -0.535 -2.529 -0.097 -0.393 0.928 -1.052
O -0.128 -2.988 -1.256 0.815 1.618 0.779 -1.242
N -1.648 1.319 0.441 0.552 -0.249 -0.562 -0.827
C 2.845 2.224 4.353 -0.263 0.820 -0.077 0.924
C 1.994 0.939 4.590 0.094 0.003 0.825 0.555
C -1.391 -1.083 0.722 0.538 -0.164 0.560 -0.993
C 1.243 -1.870 2.707 0.636 -0.670 0.599 -0.468
C 1.269 -2.709 1.394 -0.188 -0.038 0.095 -0.951
C -3.680 1.488 -5.510 -0.761 0.158 0.306 -0.629
C 2.718 -0.414 4.266 0.662 1.186 -0.548 0.580
C -3.352 2.936 -5.945 0.293 -0.948 0.005 -0.007
C 2.476 -0.967 2.831 -1.225 -0.808 -0.424 0.648
C -0.648 0.279 0.752 -1.102 0.716 0.484 -0.220
H -3.498 3.557 -5.021 0.240 0.129 0.131 0.052
H 1.318 -2.564 3.559 -0.176 0.175 -0.269 0.236
H 0.217 0.356 0.081 -0.361 0.006 -0.092 0.193
H -2.948 1.126 -4.789 0.024 0.058 -0.075 0.181
H -1.210 2.231 0.382 -0.244 0.001 0.093 0.364
H -4.674 1.440 -5.031 0.011 -0.073 0.034 0.150
H -0.046 0.050 -4.906 -0.424 0.142 -0.405 0.498
H 2.169 -2.492 0.806 -0.326 0.091 0.026 0.268
H -4.227 3.261 -6.570 0.061 0.069 -0.318 0.051
H -0.280 0.512 1.767 0.316 -0.699 -0.301 0.171
H -2.277 -1.076 0.066 0.497 0.171 -0.145 0.307
H 1.362 -3.760 1.706 -0.009 0.249 -0.325 0.261
H 0.328 -1.290 2.873 0.303 0.071 -0.167 0.240
H -1.798 -1.240 1.739 0.110 -0.144 -0.340 0.244
H -3.697 0.806 -6.365 0.152 0.102 -0.072 0.175
H 0.628 1.170 -2.708 -0.170 0.503 0.142 0.488
H -2.392 1.312 1.127 0.130 0.156 -0.005 0.351
```
Forces are in eV/Å.